[1]
{"formula": "C17H29ILaNO2P2", "method": "the ωB97M-V functional and the def2-TZVPD basis", "symbols": ["H", "H", "C", "C", "C", "C", "La", "H", "C", "P", "C", "H", "H", "H", "H", "H", "H", "H", "H", "C", "H", "H", "H", "C", "N", "H", "C", "H", "C", "C", "C", "H", "H", "C", "C", "I", "H", "H", "C", "H", "O", "H", "H", "O", "H", "H", "C", "P", "H", "H", "H", "C", "H"], "positions_angstrom": [[4.23, -2.96, -0.24], [1.83, -1.21, 1.89], [0.86, 0.16, 3.42], [0.47, -0.37, -2.31], [2.78, 0.83, 2.05], [1.76, -0.45, -1.62], [0.50, 0.28, 0.69], [-3.73, 0.98, -1.66], [-3.94, 0.65, 1.51], [-2.51, 1.07, 0.46], [0.39, 1.49, 3.41], [-0.52, 1.74, 3.96], [0.72, 3.50, 2.68], [-4.78, 0.26, 0.91], [-3.63, -0.11, 2.24], [1.53, -1.38, 1.06], [1.28, -3.30, -2.10], [2.87, 2.94, 1.55], [-1.92, 3.32, -0.18], [1.09, 2.47, 2.69], [-3.29, 3.29, 0.98], [3.72, 0.58, 1.56], [0.20, 3.17, -1.57], [2.29, 2.15, 2.04], [-0.61, 0.04, -1.56], [0.32, -0.61, 3.99], [-2.86, 2.82, 0.08], [-1.16, -0.95, -5.25], [1.52, -3.32, -1.02], [3.98, -1.90, -0.36], [-1.86, -0.02, -2.07], [-4.26, 1.56, 2.05], [2.26, -4.11, -0.83], [0.28, -0.67, -3.67], [-1.00, -0.69, -4.20], [-1.28, -2.14, 1.54], [2.58, 0.15, -2.04], [-3.11, -0.41, -3.75], [-3.03, 0.30, -1.15], [1.16, -0.92, -4.26], [0.18, 3.13, -0.60], [4.52, -1.50, -1.25], [4.33, -1.36, 0.53], [5.82, -0.81, -2.46], [-3.57, -0.63, -0.91], [0.54, 3.93, -0.31], [1.98, -0.18, 2.64], [2.20, -1.74, -0.51], [6.63, -1.24, -2.43], [0.60, -3.54, -0.46], [-3.57, 2.90, -0.75], [-2.09, -0.38, -3.39], [6.00, 0.12, -2.26]], "lowdin_charge": [0.053, -0.017, -0.253, -0.392, -0.252, -0.438, 1.321, 0.086, -0.296, 0.745, -0.182, 0.103, 0.094, 0.047, -0.007, -0.138, 0.050, 0.103, 0.002, -0.206, 0.039, 0.074, 0.073, -0.191, -0.065, 0.081, -0.284, 0.109, -0.235, -0.223, -0.330, 0.037, 0.046, -0.032, -0.056, 0.080, 0.054, 0.114, -0.304, 0.114, -0.078, 0.015, 0.040, -0.037, 0.091, 0.017, -0.402, 0.764, 0.013, -0.017, 0.040, -0.036, 0.067], "de_lowest_kcal_mol": 80.0, "gap_ha": 0.151, "homo_energy_ev": -4.18, "e_lumo_ha": -0.003}

---

[2]
{"formula": "C4H4ErO5", "method": "the ωB97M-V functional and the def2-TZVPD basis", "symbols": ["C", "O", "O", "H", "O", "O", "C", "Er", "H", "H", "C", "C", "O", "H"], "positions_angstrom": [[1.15, 1.79, -0.42], [0.10, 1.97, -1.10], [-1.09, -0.03, 2.50], [1.70, -1.31, -0.88], [-1.67, -0.66, -0.08], [1.49, 0.51, -0.06], [-1.95, 0.45, 1.84], [-2.35, 1.28, -0.72], [0.13, -2.39, -0.15], [0.47, -0.37, -1.64], [-0.18, -1.37, 0.17], [0.87, -0.62, -0.64], [1.84, 2.67, 0.10], [-0.50, -1.93, 1.07]], "lowdin_charge": [-0.735, -0.147, 0.087, 0.144, -0.543, 0.012, 0.007, 1.925, 0.125, 0.133, -0.058, -0.177, 0.099, 0.129], "de_lowest_kcal_mol": 72.4, "gap_ha": [0.201, 0.205], "total_charge": 1, "homo_energy_ev": [-12.52, -12.53], "spin_multiplicity": 4, "e_lumo_ha": [-0.259, -0.255]}

---

[3]
{"formula": "C8H8NO6Sc", "method": "the ωB97M-V functional and the def2-TZVPD basis", "symbols": ["H", "C", "H", "N", "H", "C", "H", "O", "C", "C", "C", "O", "O", "H", "O", "C", "C", "H", "H", "O", "H", "O", "Sc", "C"], "positions_angstrom": [[1.26, -1.87, 0.64], [-1.23, -1.19, -0.27], [0.63, -0.59, 1.67], [-0.85, -1.87, 0.80], [1.00, 3.87, 0.13], [-1.74, -2.84, 1.47], [0.60, -2.30, 2.25], [0.17, 2.60, -2.37], [0.48, -1.64, 1.38], [0.64, 2.93, -0.01], [-0.17, 2.40, -1.09], [3.47, -0.67, -2.12], [0.64, 2.52, 1.30], [-2.60, -2.32, 1.92], [3.03, 1.51, -0.14], [2.09, 1.77, -0.68], [-1.47, 3.06, -0.73], [-2.27, -1.40, -0.63], [-2.14, -3.52, 0.71], [-2.62, 2.86, -1.09], [-1.16, -3.39, 2.23], [-0.46, -0.38, -0.88], [0.27, 0.65, -2.35], [2.45, -0.18, -2.16]], "lowdin_charge": [0.101, -0.165, 0.107, -0.119, 0.131, 0.024, 0.110, -0.131, 0.024, -0.243, -0.513, 0.252, 0.015, 0.118, 0.270, -0.022, 0.200, 0.190, 0.110, 0.262, 0.110, -0.146, 1.273, 0.041], "de_lowest_kcal_mol": 72.6, "gap_ha": [0.258, 0.258], "total_charge": 2, "homo_energy_ev": [-16.64, -16.64], "e_lumo_ha": [-0.353, -0.353]}

---

[4]
{"formula": "C3H10NS2", "method": "the ωB97M-V functional and the def2-TZVPD basis", "symbols": ["H", "S", "H", "H", "H", "H", "H", "C", "C", "N", "H", "C", "H", "H", "S", "H"], "positions_angstrom": [[-1.93, -0.30, 0.63], [2.50, -0.16, 0.66], [-1.03, 2.35, -0.66], [0.01, 1.97, 0.91], [-1.42, -2.31, -0.58], [-0.64, 0.22, -1.65], [0.29, -2.03, -0.39], [-0.83, -0.50, 0.50], [-0.13, 0.43, -0.66], [-0.71, -1.94, 0.06], [-0.63, -2.59, 0.78], [-0.14, 1.86, -0.17], [2.83, 1.11, 0.76], [-0.45, -0.36, 1.57], [1.62, -0.24, -1.08], [0.66, 2.48, -0.69]], "lowdin_charge": [0.145, 0.375, 0.105, 0.085, 0.176, 0.114, 0.124, -0.174, -0.602, 0.141, 0.127, -0.140, -0.168, 0.142, 0.450, 0.102], "de_lowest_kcal_mol": 22.3, "smiles": "C[C@H](C[NH3+])SS", "gap_ha": 0.357, "total_charge": 1, "homo_energy_ev": -13.24, "e_lumo_ha": -0.130}

---

[5]
{"formula": "CH6ClN4", "method": "the ωB97M-V functional and the def2-TZVPD basis", "symbols": ["H", "H", "N", "H", "N", "C", "Cl", "H", "N", "H", "H", "N"], "positions_angstrom": [[1.24, 0.71, -1.76], [-2.13, 2.04, -1.16], [1.85, -1.49, 1.85], [-0.28, -1.77, -1.10], [-1.69, 1.43, -1.96], [0.35, 0.12, -1.60], [0.34, -1.22, 2.66], [2.21, -2.44, 2.02], [0.58, -1.14, -1.10], [2.57, -0.97, 2.26], [1.57, -1.55, -1.18], [-0.70, 0.76, -1.70]], "lowdin_charge": [0.173, 0.182, -0.461, 0.158, 0.263, -0.139, 0.461, 0.034, 0.133, -0.006, 0.162, 0.041], "de_lowest_kcal_mol": 50.3, "gap_ha": 0.258, "total_charge": 1, "homo_energy_ev": -12.99, "e_lumo_ha": -0.219}

---

[6]
{"formula": "C21H16F3IN3Rh", "method": "the ωB97M-V functional and the def2-TZVPD basis", "symbols": ["C", "H", "C", "N", "H", "F", "H", "H", "H", "C", "C", "N", "C", "F", "I", "C", "C", "C", "C", "H", "C", "C", "C", "H", "C", "N", "H", "C", "H", "H", "H", "H", "H", "C", "C", "H", "F", "C", "H", "C", "C", "C", "H", "Rh", "C"], "positions_angstrom": [[1.98, -4.39, -0.33], [2.24, -1.53, 1.44], [1.27, 1.84, -1.09], [0.90, -1.86, -0.11], [-1.18, 1.79, -1.47], [3.89, -5.75, -0.31], [1.49, 6.15, 1.12], [-4.04, -2.93, 0.27], [-0.32, -2.35, -1.70], [1.81, 3.06, -1.51], [2.46, -3.51, 0.63], [-2.16, 1.55, -1.56], [0.61, 2.86, 1.04], [2.09, -6.53, 0.61], [-0.51, 0.86, 2.88], [1.14, 4.09, 0.60], [0.09, 2.79, 2.34], [0.06, 3.86, 3.18], [-4.00, 0.03, -1.36], [2.13, 5.11, -1.02], [0.46, -2.72, -1.04], [-2.39, -1.61, 0.08], [2.56, -5.80, -0.40], [1.35, 0.97, -1.74], [0.97, -3.99, -1.19], [-1.87, -0.45, -0.40], [-2.73, 2.14, -2.15], [0.63, 1.75, 0.15], [3.26, -3.79, 1.30], [2.29, 3.13, -2.48], [-0.33, 3.78, 4.19], [-4.61, 0.71, -1.94], [-5.54, -1.40, -1.06], [1.72, 4.16, -0.69], [1.10, 5.21, 1.47], [0.59, -4.65, -1.96], [2.23, -6.39, -1.55], [1.89, -2.26, 0.71], [-1.70, -2.24, 0.64], [-3.68, -1.99, -0.12], [0.56, 5.09, 2.72], [-4.50, -1.13, -0.87], [0.53, 5.95, 3.39], [-0.09, 0.00, 0.41], [-2.65, 0.39, -1.11]], "lowdin_charge": [-0.054, 0.118, -0.078, -0.068, 0.070, 0.178, 0.135, 0.125, 0.119, -0.029, 0.050, 0.187, -0.257, 0.179, 1.277, -0.142, -0.590, -0.076, 0.020, 0.138, -0.099, -0.141, -0.594, 0.118, 0.054, -0.055, 0.129, -0.292, 0.145, 0.127, 0.121, 0.131, 0.133, 0.043, 0.024, 0.141, 0.174, -0.088, 0.107, -0.030, -0.021, -0.010, 0.129, 0.786, -0.334], "de_lowest_kcal_mol": 10.1, "gap_ha": [0.234, 0.234], "total_charge": 2, "homo_energy_ev": [-14.84, -14.84], "e_lumo_ha": [-0.311, -0.311]}

---

| no. | DFT total energy (eV) | maximum force (Eh/bohr) |
| --- | --- | --- |
| 1 | -51218.8168 | 0.0772 |
| 2 | -42059.6431 | 0.1276 |
| 3 | -42879.0997 | 0.2065 |
| 4 | -26426.5832 | 0.0605 |
| 5 | -19606.2653 | 0.0853 |
| 6 | -45752.8452 | 0.0179 |